No. 1
{"formula": "C13H16N4", "method": "wB97M-V/def2-TZVPD", "smiles": "[H]/N=C(\\CC#N)N1CCN(c2ccccc2)CC1", "orbital_gap_ev": 8.4, "max_force_ev_per_a": 0.91, "total_charge": 0, "de_lowest_kj_mol": 0.0, "lumo_ev": 0.6, "elements": ["H", "N", "C", "C", "C", "N", "N", "C", "C", "N", "C", "C", "C", "C", "C", "C", "C", "C", "H", "H", "H", "H", "H", "H", "H", "H", "H", "H", "H", "H", "H", "H", "H"], "positions_angstrom": [[3.382204, -2.049388, 1.079890], [2.487424, -2.105038, 0.610686], [2.183989, -1.103783, -0.110496], [3.071522, 0.139217, -0.262752], [3.436348, 0.354866, -1.635089], [3.721880, 0.498012, -2.733622], [1.017620, -1.102517, -0.794383], [0.518864, -0.013009, -1.605477], [-1.018533, -0.098757, -1.644322], [-1.548515, -0.464066, -0.356978], [-1.855090, 0.484783, 0.601583], [-1.590993, 1.847829, 0.432401], [-1.951387, 2.766092, 1.400372], [-2.575744, 2.361073, 2.566274], [-2.852552, 1.015771, 2.742953], [-2.506976, 0.092212, 1.777789], [-1.160792, -1.805188, 0.047759], [0.124435, -2.233142, -0.679860], [3.985082, -0.006317, 0.321405], [2.552696, 1.021005, 0.125217], [0.809654, 0.945436, -1.168321], [0.925095, -0.061064, -2.625209], [-1.333480, -0.861530, -2.363240], [-1.442494, 0.849783, -1.971966], [-1.095505, 2.210555, -0.455119], [-1.730267, 3.812014, 1.241133], [-2.847873, 3.081947, 3.321778], [-3.353099, 0.680637, 3.639914], [-2.766021, -0.944482, 1.926841], [-1.963535, -2.521331, -0.173338], [-0.971756, -1.813112, 1.123063], [0.643757, -3.002677, -0.110397], [-0.097480, -2.617079, -1.680725]], "forces_ev_per_angstrom": [[0.0, 0.3, -0.1], [0.2, -0.4, 0.4], [0.5, 0.1, 0.3], [-0.3, -0.4, 0.8], [0.2, 0.2, -0.4], [0.1, 0.1, -0.4], [-0.3, 0.1, -0.1], [-0.1, 0.3, -0.4], [0.2, 0.1, 0.0], [0.1, 0.0, -0.1], [-0.2, 0.1, 0.1], [0.1, 0.0, -0.2], [0.0, 0.0, 0.1], [0.0, 0.1, 0.1], [0.0, 0.0, 0.0], [0.1, -0.1, 0.0], [0.0, -0.3, 0.0], [-0.2, -0.2, 0.1], [-0.2, 0.0, 0.0], [0.1, 0.0, 0.0], [0.0, 0.0, -0.1], [-0.1, 0.1, 0.1], [0.0, 0.1, 0.0], [0.0, -0.1, -0.1], [0.0, 0.0, -0.1], [0.0, 0.1, 0.0], [0.0, 0.1, 0.1], [0.0, 0.0, 0.1], [0.0, -0.1, 0.0], [0.1, -0.1, 0.1], [0.0, 0.0, -0.1], [-0.2, 0.0, -0.1], [0.0, 0.0, 0.1]], "nbo_charge": [0.349, -0.747, 0.488, -0.585, 0.285, -0.312, -0.432, -0.225, -0.222, -0.451, 0.272, -0.320, -0.171, -0.265, -0.180, -0.297, -0.215, -0.245, 0.266, 0.266, 0.197, 0.207, 0.201, 0.224, 0.204, 0.210, 0.212, 0.212, 0.213, 0.190, 0.212, 0.270, 0.189]}


No. 2
{"formula": "C13H16N4O3", "method": "wB97M-V/def2-TZVPD", "smiles": "CC(=O)Cn1c(=O)[nH]c2nc(C3CCCC3)[nH]c2c1=O", "orbital_gap_ev": 9.0, "max_force_ev_per_a": 4.78, "total_charge": 0, "de_lowest_kj_mol": 119.7, "lumo_ev": 0.7, "elements": ["C", "C", "O", "C", "N", "C", "O", "N", "C", "N", "C", "C", "C", "C", "C", "C", "N", "C", "C", "O", "H", "H", "H", "H", "H", "H", "H", "H", "H", "H", "H", "H", "H", "H", "H", "H"], "positions_angstrom": [[-2.101482, 6.023278, -0.325092], [-1.859672, 4.562352, -0.432228], [-2.814393, 3.766844, -0.448293], [-0.421379, 4.209191, -0.650978], [-0.131777, 2.814167, -0.139120], [-0.169414, 2.415257, 1.190600], [-0.079946, 3.198869, 2.077023], [0.047611, 1.062606, 1.508630], [0.393681, 0.121041, 0.599054], [0.779961, -1.220616, 0.753764], [0.876537, -1.673304, -0.509182], [1.195964, -3.119003, -0.721469], [-0.122609, -4.002762, -0.597609], [-0.309814, -4.223283, 0.923689], [1.054669, -4.524602, 1.428937], [1.955410, -3.887844, 0.312163], [0.489156, -0.715950, -1.388492], [0.324252, 0.485957, -0.733807], [0.126254, 1.827190, -1.100547], [0.086125, 2.011168, -2.276824], [-1.469304, 6.480670, 0.412747], [-1.978982, 6.419082, -1.359676], [-3.147738, 6.052475, -0.136392], [0.218069, 4.820922, -0.013407], [-0.125487, 4.291526, -1.733027], [0.315263, 0.809427, 2.467950], [1.679722, -3.160097, -1.692729], [-1.015105, -3.423612, -1.011263], [-0.105029, -5.020248, -0.988947], [-0.683211, -3.297368, 1.403043], [-0.976039, -5.082592, 1.188602], [1.319322, -3.875850, 2.346451], [1.221330, -5.617126, 1.472455], [2.620405, -3.044072, 0.801815], [2.533955, -4.585378, -0.237360], [0.273696, -0.898311, -2.390480]], "forces_ev_per_angstrom": [[-0.3, -0.5, -1.4], [-2.3, -1.4, -0.5], [2.6, 1.3, 0.2], [1.1, -2.0, 1.2], [-0.2, -1.4, -1.5], [2.2, -0.6, -0.2], [-1.0, 2.1, 1.8], [0.3, -0.7, 1.1], [0.4, -1.2, -2.1], [-0.3, 2.0, -0.3], [-1.1, 0.6, 2.5], [-2.5, -1.2, -1.2], [-2.2, 1.6, -0.1], [-1.6, 0.3, 0.2], [2.0, 1.7, 0.0], [2.6, 3.2, 2.4], [0.7, -0.9, -2.8], [-0.1, -1.8, 3.9], [-1.1, -0.9, -0.3], [0.0, 2.1, -3.2], [0.2, 0.5, 0.1], [0.3, 0.1, 0.8], [-0.8, 0.7, 0.6], [-0.1, 0.4, -0.3], [-0.3, -0.4, 1.1], [-0.5, 1.0, -0.5], [0.0, -0.5, -0.3], [0.9, -1.1, 0.2], [0.5, 0.3, -0.8], [0.0, -0.6, -0.3], [0.1, 0.9, -0.5], [-0.6, -1.9, -0.9], [0.2, 0.7, 0.5], [-0.5, -2.2, -0.7], [0.8, -0.8, -0.1], [0.6, 0.5, 1.2]], "nbo_charge": [-0.723, 0.582, -0.529, -0.330, -0.449, 0.805, -0.610, -0.604, 0.363, -0.523, 0.417, -0.282, -0.388, -0.422, -0.419, -0.393, -0.493, -0.106, 0.651, -0.618, 0.235, 0.239, 0.247, 0.239, 0.286, 0.430, 0.225, 0.208, 0.215, 0.221, 0.212, 0.231, 0.211, 0.220, 0.215, 0.437]}


No. 3
{"formula": "C13H16N4O4S", "method": "wB97M-V/def2-TZVPD", "smiles": "CN1Cc2c(S(=O)(=O)N(C)C)cc3c(N=O)c(O)[nH]c3c2C1", "orbital_gap_ev": 7.6, "max_force_ev_per_a": 3.46, "total_charge": 0, "de_lowest_kj_mol": 518.1, "lumo_ev": -0.6, "elements": ["C", "N", "C", "C", "C", "S", "O", "O", "N", "C", "C", "C", "C", "C", "N", "O", "C", "O", "N", "C", "C", "C", "H", "H", "H", "H", "H", "H", "H", "H", "H", "H", "H", "H", "H", "H", "H", "H"], "positions_angstrom": [[0.714224, -3.592490, 2.513697], [1.071509, -2.661370, 1.455470], [0.117096, -2.496502, 0.339686], [0.354574, -1.093927, -0.046160], [-0.375332, -0.247527, -0.873254], [-2.021466, -0.745821, -1.542935], [-2.589470, -1.943019, -0.832894], [-2.036056, -0.893123, -3.019432], [-2.937839, 0.640435, -1.154106], [-4.107647, 0.923833, -1.993353], [-3.119922, 0.790091, 0.313221], [0.169215, 1.001931, -1.186137], [1.363286, 1.456875, -0.646744], [2.108293, 2.682939, -0.748336], [1.685959, 3.746939, -1.497088], [2.329043, 4.807999, -1.453424], [3.210368, 2.554473, 0.082411], [4.145471, 3.555657, 0.253853], [3.186845, 1.297645, 0.668672], [2.036011, 0.636100, 0.243779], [1.534604, -0.623184, 0.570728], [2.063678, -1.596296, 1.552236], [0.674906, -4.589164, 2.115305], [-0.243640, -3.368190, 2.967005], [1.500842, -3.597788, 3.268028], [-0.870924, -2.753695, 0.670273], [0.365374, -3.150736, -0.496427], [-3.811448, 1.189254, -2.991352], [-4.796931, 0.076319, -2.019465], [-4.618973, 1.788871, -1.571470], [-2.179664, 0.749004, 0.877435], [-3.558719, 1.774541, 0.470965], [-3.778658, 0.021369, 0.710412], [-0.359970, 1.618839, -1.883721], [3.761052, 4.280886, -0.271481], [3.874736, 0.916069, 1.325084], [2.067374, -1.206463, 2.557096], [3.072197, -1.950772, 1.272423]], "forces_ev_per_angstrom": [[1.0, 0.8, -0.5], [-0.3, -0.6, -0.3], [1.2, -0.5, 1.2], [0.4, 1.0, 0.3], [0.0, 0.0, -0.3], [-2.2, -1.8, -1.3], [1.9, 2.8, -0.9], [0.5, 0.9, 2.7], [1.5, -0.6, 0.5], [0.0, -0.4, 0.5], [-0.2, 0.1, -0.6], [-0.9, 0.0, -0.5], [-0.8, -0.5, -0.3], [-0.3, 0.2, -0.2], [-0.1, 0.6, -0.2], [0.3, -1.0, 0.5], [1.1, 1.0, 0.2], [-1.4, -2.7, 0.4], [1.1, 1.2, 0.4], [-0.2, -0.9, 0.2], [-0.3, 0.7, -0.7], [-0.6, -1.4, -0.3], [-0.1, -0.7, -0.2], [-0.4, 0.2, 0.3], [-0.1, 0.1, 0.1], [-0.7, 0.1, 0.1], [-0.1, -0.2, -0.3], [0.3, -0.1, -0.4], [-0.1, 0.1, -0.1], [0.1, -0.1, 0.1], [-0.1, 0.0, -0.5], [0.0, 0.0, 0.1], [-0.2, -0.1, 0.1], [-0.3, 0.4, -0.2], [-0.1, 0.5, -0.3], [-0.5, 0.5, -0.5], [0.3, 0.4, 0.6], [0.0, 0.2, 0.2]], "nbo_charge": [-0.394, -0.447, -0.239, 0.013, -0.288, 2.210, -0.934, -0.913, -0.666, -0.411, -0.425, -0.150, -0.085, -0.137, 0.114, -0.402, 0.569, -0.635, -0.554, 0.225, -0.055, -0.226, 0.192, 0.177, 0.200, 0.232, 0.197, 0.227, 0.196, 0.207, 0.217, 0.209, 0.201, 0.247, 0.517, 0.436, 0.193, 0.182]}


No. 4
{"formula": "C13H16N5O3P", "method": "wB97M-V/def2-TZVPD", "orbital_gap_ev": 9.6, "max_force_ev_per_a": 4.69, "total_charge": 0, "de_lowest_kj_mol": 0.0, "lumo_ev": 0.7, "elements": ["O", "O", "N", "N", "O", "C", "C", "C", "C", "C", "C", "C", "C", "C", "C", "C", "N", "N", "N", "C", "C", "P", "H", "H", "H", "H", "H", "H", "H", "H", "H", "H", "H", "H", "H", "H", "H", "H"], "positions_angstrom": [[1.028264, 0.160957, 1.216127], [-2.007118, -0.754044, -1.546914], [-1.685902, 2.064742, 1.654402], [-0.915759, -3.918424, -0.940788], [1.672938, 1.742525, -0.326487], [0.935404, 0.676037, 0.120966], [-1.883472, 3.390175, 1.611184], [-0.191278, -4.864410, -1.568181], [-2.268720, 1.338397, 0.741698], [-0.270116, -2.953946, -0.302422], [-2.688464, 4.001907, 0.665511], [1.208853, -4.889095, -1.505468], [-3.072938, 1.831519, -0.292940], [1.125427, -2.894286, -0.217231], [-3.276084, 3.193700, -0.347393], [1.885676, -3.854581, -0.835885], [0.223272, 0.002152, -0.808947], [-2.047233, 0.039511, 0.901492], [-1.185583, -2.225469, 0.331942], [3.942114, 1.700054, 0.620979], [2.530538, 2.336020, 0.651023], [-1.212925, -0.737280, -0.331123], [-1.342650, 3.995797, 2.363997], [-0.798343, -5.597788, -2.106180], [-2.782619, 5.069064, 0.685617], [1.728971, -5.683000, -1.993329], [-3.554417, 1.163524, -1.021330], [1.545548, -2.120483, 0.380856], [-3.848125, 3.669541, -1.133836], [2.982582, -3.836812, -0.799537], [0.131623, 0.516382, -1.655586], [-1.502565, -0.133841, 1.724021], [-2.092537, -2.614274, 0.205790], [4.415105, 1.847427, -0.360889], [3.946552, 0.610862, 0.790245], [4.573218, 2.099851, 1.423390], [2.629810, 3.371818, 0.379565], [2.120954, 2.255770, 1.625660]], "forces_ev_per_angstrom": [[0.1, 1.0, 0.6], [-0.6, 0.3, -1.6], [0.4, 1.9, 0.8], [1.0, -1.8, -1.5], [-1.5, -1.1, 0.1], [2.5, -0.7, 1.3], [0.0, 0.3, 0.2], [0.2, 0.6, 0.6], [-1.1, 2.5, -0.4], [1.3, -4.3, -1.2], [0.2, -0.8, -0.6], [-0.7, 0.5, -0.1], [-0.6, 0.2, -0.6], [-0.5, 0.5, 0.2], [0.7, 0.7, 1.1], [-0.3, -0.8, -0.5], [-0.2, 0.7, 0.2], [1.6, -3.8, -0.7], [1.4, 3.1, 2.8], [-0.2, -0.5, -0.2], [1.8, -0.6, -0.4], [-3.1, 1.2, -0.6], [-0.5, -0.5, -0.4], [0.5, 0.0, 0.2], [-0.2, 0.3, -0.1], [0.4, -0.3, -0.2], [0.5, 0.2, 0.5], [0.4, 0.5, 0.3], [-0.1, -0.2, 0.0], [-0.6, 0.0, 0.1], [-0.4, -0.1, -1.1], [0.1, 0.1, 1.0], [-0.9, -0.4, -0.1], [-0.1, 0.2, 0.4], [-0.4, 0.3, 0.0], [-0.1, 0.2, -0.3], [-0.2, 0.4, -0.2], [-0.6, -0.1, 0.8]], "nbo_charge": [-0.651, -1.123, -0.466, -0.459, -0.508, 0.900, 0.042, 0.051, 0.337, 0.330, -0.288, -0.287, -0.274, -0.278, -0.150, -0.153, -0.948, -0.915, -0.931, -0.637, -0.070, 2.352, 0.195, 0.201, 0.218, 0.217, 0.257, 0.235, 0.220, 0.224, 0.439, 0.425, 0.448, 0.211, 0.218, 0.220, 0.190, 0.206]}


No. 5
{"formula": "C13H16NO", "method": "wB97M-V/def2-TZVPD", "smiles": "C1=c2ccccc2=CC2(CC[NH2+]CC2)O1", "orbital_gap_ev": 6.8, "max_force_ev_per_a": 5.12, "total_charge": 1, "de_lowest_kj_mol": 279.0, "lumo_ev": -3.3, "elements": ["C", "C", "C", "C", "C", "C", "C", "C", "C", "C", "C", "N", "C", "C", "O", "H", "H", "H", "H", "H", "H", "H", "H", "H", "H", "H", "H", "H", "H", "H", "H"], "positions_angstrom": [[0.993615, -1.295643, 0.749802], [1.293536, -1.587028, -0.532612], [2.186818, -2.707220, -0.839222], [2.534940, -2.886168, -2.117412], [1.944141, -2.177883, -3.283719], [1.074287, -1.199917, -3.000889], [0.619822, -0.878813, -1.621664], [-0.373024, -0.012500, -1.362986], [-0.718202, 0.365267, 0.213253], [-2.183963, 0.457710, 0.684510], [-2.217078, 0.820857, 2.123692], [-1.532831, 2.159436, 2.317315], [-0.214694, 2.363675, 1.639601], [-0.126625, 1.850390, 0.277962], [0.070132, -0.399677, 1.166794], [1.582274, -1.796710, 1.538804], [2.719492, -3.127371, 0.007667], [3.426777, -3.555851, -2.331323], [2.458170, -2.382910, -4.302758], [0.562844, -0.690291, -3.835120], [-0.865347, 0.600168, -2.162476], [-2.792718, -0.460171, 0.454341], [-2.612468, 1.326392, 0.089322], [-3.183732, 0.877680, 2.346346], [-1.636154, 0.081627, 2.802015], [-2.305072, 2.876526, 2.005245], [-1.399504, 2.232459, 3.270215], [0.439521, 1.712770, 2.273777], [-0.099163, 3.383062, 1.821442], [-0.576799, 2.356813, -0.465368], [0.931008, 1.693323, 0.073445]], "forces_ev_per_angstrom": [[1.0, -0.7, -0.6], [-0.8, -0.5, 0.7], [0.3, 1.7, -0.2], [1.9, -1.5, -1.0], [1.8, -0.2, 0.5], [-1.1, 0.3, -0.9], [-0.1, -0.4, -0.8], [-1.0, 0.6, 1.8], [1.8, 0.9, -2.7], [0.5, -0.4, -2.2], [4.8, -1.7, 0.2], [-4.0, 0.4, -3.1], [0.0, -1.7, 2.2], [1.1, -3.8, 1.4], [-0.7, 0.2, -0.1], [-0.9, 0.5, -0.1], [-0.1, -0.4, -0.3], [-1.5, 0.6, 0.2], [-1.6, 0.4, 1.8], [0.4, 0.0, 0.6], [0.4, -0.7, 1.0], [0.6, 0.9, 0.4], [0.1, -1.1, 0.5], [-3.9, 0.6, 1.8], [-1.2, 1.1, -1.2], [2.1, -1.2, 0.8], [0.3, 0.8, 2.6], [-0.1, 1.0, -0.5], [1.2, 1.7, -0.1], [-1.4, 2.2, -2.4], [0.0, 0.4, -0.3]], "nbo_charge": [0.212, -0.181, -0.184, -0.214, -0.183, -0.195, -0.048, -0.221, 0.293, -0.458, -0.217, -0.485, -0.211, -0.469, -0.541, 0.206, 0.222, 0.224, 0.245, 0.218, 0.228, 0.270, 0.217, 0.223, 0.244, 0.434, 0.428, 0.235, 0.228, 0.222, 0.259]}


No. 6
{"formula": "C13H16O5", "method": "wB97M-V/def2-TZVPD", "smiles": "CC(=O)OCCC(=O)OC(C)=O.c1ccccc1", "orbital_gap_ev": 9.5, "max_force_ev_per_a": 4.64, "total_charge": 0, "de_lowest_kj_mol": 0.0, "lumo_ev": 0.6, "elements": ["C", "C", "O", "O", "C", "C", "C", "O", "O", "C", "C", "O", "H", "H", "H", "H", "H", "H", "H", "H", "H", "H", "C", "C", "C", "C", "C", "C", "H", "H", "H", "H", "H", "H"], "positions_angstrom": [[1.865622, -4.614850, -1.399528], [1.760548, -3.139291, -1.077724], [0.784445, -2.665987, -0.635426], [2.868240, -2.447558, -1.352314], [2.730678, -1.045639, -1.083286], [1.986398, -0.356439, -2.242328], [0.690194, 0.298031, -1.779808], [0.745349, 1.171260, -1.021205], [-0.464841, -0.205781, -2.361429], [-1.480937, -0.561510, -1.474162], [-2.028043, -1.975793, -1.586216], [-1.952132, 0.146631, -0.704533], [2.906840, -4.892480, -1.551516], [1.416610, -5.172983, -0.580439], [1.284997, -4.804160, -2.303223], [2.286972, -0.831768, -0.111856], [3.746104, -0.655492, -1.050940], [1.837594, -0.995684, -3.113469], [2.613488, 0.470423, -2.582786], [-2.988471, -1.866671, -2.098921], [-2.260590, -2.318098, -0.582510], [-1.372659, -2.647344, -2.134324], [-2.722556, 3.334890, 3.195578], [-1.706734, 3.985697, 3.883089], [-0.399557, 3.913796, 3.421008], [-0.108140, 3.188208, 2.272892], [-1.122165, 2.530447, 1.589152], [-2.429306, 2.604662, 2.050941], [-3.743367, 3.395496, 3.552902], [-1.934143, 4.549653, 4.779584], [0.392675, 4.423916, 3.955528], [0.910999, 3.134407, 1.909944], [-0.894265, 1.958316, 0.699977], [-3.219843, 2.091695, 1.517349]], "forces_ev_per_angstrom": [[0.4, 0.4, 0.0], [1.8, -2.2, -1.0], [-2.6, 1.6, 1.2], [0.2, 0.3, 0.3], [0.5, 0.5, -0.6], [-0.4, 0.4, -0.4], [0.9, -2.1, -2.2], [-0.6, 2.4, 2.4], [0.4, -0.6, 0.1], [0.4, -3.2, -1.9], [0.2, 0.4, -0.9], [-1.2, 3.5, 2.8], [-0.1, -0.2, 0.0], [0.1, 0.0, 0.0], [0.1, 0.0, 0.0], [-0.2, -0.3, -0.1], [0.0, -0.3, 0.0], [0.0, -0.3, 0.3], [-0.1, 0.0, 0.0], [0.1, -0.2, -0.1], [0.3, -0.1, 0.0], [-0.1, -0.1, 0.1], [0.0, 0.0, 0.0], [0.0, 0.0, 0.0], [0.0, 0.0, 0.0], [0.0, 0.0, 0.1], [0.0, 0.0, -0.1], [0.0, 0.0, 0.1], [0.0, 0.0, 0.0], [0.0, 0.0, 0.0], [0.0, 0.0, 0.0], [0.0, 0.0, 0.0], [0.0, 0.0, 0.0], [0.0, 0.0, 0.0]], "nbo_charge": [-0.715, 0.805, -0.608, -0.497, -0.076, -0.541, 0.822, -0.525, -0.567, 0.818, -0.714, -0.518, 0.231, 0.241, 0.239, 0.218, 0.202, 0.235, 0.240, 0.235, 0.249, 0.227, -0.221, -0.221, -0.222, -0.205, -0.221, -0.202, 0.208, 0.208, 0.207, 0.209, 0.242, 0.214]}